# C44H54AsLuN6S

A molecular structure, C44H54AsLuN6S at a distorted geometry (the ωB97M-V functional and the def2-TZVPD basis, the Open Molecules 2025 dataset).

As for the relative energy (zero: lowest compared OMol25 entry of this formula, charge and spin): 0.0 kcal per mole. The calculation puts the highest occupied orbital energy at -6.863 eV. The total charge is 0. The value obtained for the orbital gap is 0.265 Eh. For the total energy, the calculation gives -160737.741 eV.

```
107
Properties=species:S:1:pos:R:3:lowdin_charge:R:1
Lu -8.885 -20.435 -2.148 1.321
C -11.891 -22.529 -4.840 -0.017
N -11.952 -23.162 -3.507 -0.142
C -12.905 -24.205 -3.218 -0.053
C -11.317 -22.558 -2.460 -0.443
N -11.065 -21.290 -2.350 -0.001
C -11.976 -20.381 -2.927 -0.268
C -13.335 -20.630 -2.935 -0.060
C -14.214 -19.747 -3.585 -0.118
C -13.689 -18.661 -4.226 -0.091
C -12.291 -18.420 -4.157 -0.040
C -11.403 -19.210 -3.479 -0.258
N -10.039 -19.039 -3.137 -0.131
C -9.434 -17.733 -2.756 -0.487
N -10.473 -16.690 -2.647 -0.180
C -10.188 -15.269 -2.915 -0.072
C -11.324 -16.790 -1.473 -0.078
N -8.491 -17.279 -3.799 -0.187
C -9.107 -17.238 -5.127 -0.082
C -7.283 -18.021 -3.871 -0.128
N -10.876 -23.400 -1.490 -0.159
C -10.392 -24.721 -1.753 -0.054
C -10.632 -22.889 -0.187 -0.059
H -12.826 -21.952 -5.052 0.099
H -11.622 -23.320 -5.597 0.110
H -11.134 -21.764 -4.870 0.072
H -13.949 -23.790 -3.237 0.108
H -12.779 -24.526 -2.189 0.080
H -12.747 -25.063 -3.800 0.073
H -13.689 -21.521 -2.331 0.131
H -15.245 -20.056 -3.608 0.092
H -14.328 -17.899 -4.717 0.109
H -11.964 -17.458 -4.554 0.099
H -10.124 -14.729 -1.920 0.082
H -10.976 -14.832 -3.529 0.081
H -9.242 -15.183 -3.393 0.059
H -11.603 -17.852 -1.323 0.091
H -12.235 -16.193 -1.709 0.098
H -10.805 -16.302 -0.616 0.072
H -9.923 -16.523 -5.072 0.060
H -9.504 -18.216 -5.500 0.099
H -8.407 -16.761 -5.816 0.085
H -7.398 -19.079 -4.105 0.055
H -6.707 -17.975 -2.973 0.036
H -6.675 -17.663 -4.726 0.102
H -10.960 -25.405 -1.186 0.076
H -9.356 -24.821 -1.456 0.077
H -10.493 -24.942 -2.836 0.108
H -11.065 -21.872 -0.024 0.108
H -9.576 -22.868 0.090 0.058
H -11.138 -23.511 0.554 0.097
S -8.064 -22.404 -3.626 0.494
C -6.452 -23.085 -3.725 -0.706
C -6.172 -23.954 -4.771 -0.134
C -4.890 -24.444 -4.907 -0.088
C -3.866 -24.034 -4.049 -0.096
C -4.159 -23.126 -3.060 -0.138
C -5.415 -22.639 -2.875 -0.438
As -5.861 -21.388 -1.434 1.285
C -4.158 -20.786 -0.728 -0.404
C -3.505 -19.737 -1.419 -0.135
C -2.390 -19.169 -0.911 -0.089
C -1.863 -19.592 0.316 -0.096
C -2.474 -20.578 1.018 -0.084
C -3.669 -21.184 0.515 -0.084
C -6.567 -22.607 -0.059 -0.403
C -7.102 -22.014 1.095 -0.133
C -7.710 -22.820 2.062 -0.091
C -7.801 -24.183 1.831 -0.097
C -7.232 -24.769 0.690 -0.080
C -6.557 -23.986 -0.247 -0.091
H -6.966 -24.192 -5.429 0.083
H -4.634 -25.176 -5.693 0.111
H -2.869 -24.475 -4.209 0.108
H -3.411 -22.828 -2.297 0.111
H -3.974 -19.329 -2.322 0.108
H -1.840 -18.418 -1.475 0.111
H -0.918 -19.243 0.668 0.097
H -2.111 -20.960 1.997 0.115
H -4.114 -22.018 1.058 0.097
H -7.105 -20.938 1.169 0.075
H -8.055 -22.380 3.004 0.113
H -8.216 -24.819 2.585 0.097
H -7.262 -25.844 0.578 0.103
H -6.168 -24.373 -1.207 0.111
C -8.377 -17.925 1.017 -0.072
C -7.878 -17.474 -0.376 -0.491
C -6.382 -17.816 -0.344 -0.069
C -8.725 -18.223 -1.432 -0.217
C -8.030 -15.952 -0.478 -0.182
C -7.221 -15.291 -1.408 -0.053
C -7.199 -13.934 -1.585 -0.077
C -8.070 -13.162 -0.797 -0.102
C -8.828 -13.818 0.148 -0.110
C -8.830 -15.202 0.336 -0.070
H -8.376 -19.046 0.997 0.063
H -9.431 -17.732 1.249 0.077
H -7.685 -17.555 1.814 0.108
H -6.289 -18.827 0.041 0.044
H -5.916 -17.157 0.319 0.076
H -5.897 -17.731 -1.284 0.042
H -9.646 -18.485 -0.888 0.044
H -6.649 -15.935 -2.064 0.103
H -6.525 -13.463 -2.317 0.110
H -8.277 -12.067 -0.916 0.115
H -9.499 -13.236 0.766 0.100
H -9.376 -15.598 1.160 0.098
```